No. 1
20
Properties=species:S:1:pos:R:3:forces:R:3 method="wB97M-V/def2-TZVPD" gap_ev=8.41 homo_energy_ev=-7.4 multiplicity=1
N -0.909 0.104 -0.902 -0.19 -0.09 0.26
C -1.789 -0.685 1.318 0.21 -0.10 0.05
C 2.792 -0.483 -0.029 0.03 0.02 0.01
C -1.740 1.341 -0.955 -0.11 0.65 0.01
C 1.306 -0.828 -0.155 -0.09 -0.07 0.03
C -1.928 -0.466 -0.157 0.18 -0.69 0.09
C 0.464 0.410 -0.442 0.04 0.01 0.19
H -0.908 -0.346 1.882 0.04 -0.06 -0.19
H -2.496 1.295 -1.738 0.12 0.06 0.27
H -1.906 -1.770 1.415 0.08 -0.02 0.17
H 1.161 -1.555 -0.963 -0.01 0.11 0.09
H -2.695 -0.273 1.790 0.23 -0.15 -0.19
H 0.460 1.078 0.435 0.02 -0.09 0.00
H 0.955 -1.302 0.768 0.05 0.00 -0.13
H 0.940 0.970 -1.264 -0.19 -0.08 0.19
H 3.383 -1.361 0.254 -0.12 0.13 -0.05
H 3.193 -0.107 -0.978 -0.10 -0.05 0.14
H -1.074 2.195 -1.066 0.20 0.00 -0.33
H 2.964 0.290 0.730 -0.06 -0.12 -0.09
H -2.173 1.494 0.058 -0.33 0.54 -0.52

No. 2
26
Properties=species:S:1:pos:R:3:forces:R:3 method="wB97M-V/def2-TZVPD" gap_ev="6.94 / 7.52" homo_energy_ev="-6.7 / -9.0" s_squared=6.130 multiplicity=5
Fe -0.186 -0.874 0.188 3.62 4.56 -3.18
O -0.604 -1.213 -2.818 0.05 0.71 2.96
O 2.430 -1.819 -0.881 -2.32 0.92 1.72
N 3.824 2.484 -0.842 -0.68 -0.40 0.18
C -1.692 -2.120 0.418 -1.14 -0.89 2.09
C -0.548 -2.492 1.237 -1.95 -1.10 1.91
C 0.613 0.875 0.405 -0.06 1.03 0.92
C -0.264 -1.390 2.115 -1.16 -1.65 1.38
C -2.101 -0.796 0.812 -1.61 -1.11 0.94
C -1.232 -0.354 1.855 -0.49 -0.23 0.50
C 1.476 -1.481 -0.298 4.11 -1.73 -2.52
C -0.074 2.184 -1.681 0.54 0.08 -0.35
C -0.097 1.889 -0.229 -0.61 0.21 0.25
C 2.936 1.807 -0.552 1.66 0.73 -0.48
C -0.541 -0.905 -1.700 -0.19 -0.68 -4.63
H -0.846 2.459 0.318 -0.06 -0.08 0.24
H 2.113 1.155 -0.255 0.19 -0.10 -0.18
H -1.316 0.597 2.388 0.15 -0.43 -0.36
H -2.213 -2.776 -0.268 0.22 0.18 -0.08
H -0.980 1.866 -2.217 0.00 0.04 0.25
H 0.776 1.683 -2.156 -0.10 0.17 -0.10
H 1.029 1.034 1.434 -0.42 -0.17 -0.86
H 0.507 -1.369 2.883 -0.16 0.02 -0.39
H 0.025 3.270 -1.828 -0.02 -0.26 -0.10
H -0.078 -3.471 1.253 0.02 0.36 -0.13
H -2.956 -0.246 0.420 0.40 -0.19 0.04

No. 3
11
Properties=species:S:1:pos:R:3:forces:R:3 method="wB97M-V/def2-TZVPD" gap_ev=10.35 homo_energy_ev=-9.3 smiles=CN(C)O multiplicity=1
O 1.580 0.032 -0.285 -0.30 -0.19 -0.86
N 0.150 -0.097 -0.528 0.03 0.12 0.58
C -0.421 1.183 -0.107 -0.05 0.24 -0.23
C -0.288 -1.171 0.362 -0.02 -0.32 -0.12
H 1.938 -0.127 -1.179 -0.10 0.12 0.64
H -1.375 -1.298 0.305 0.15 0.22 -0.11
H -1.513 1.163 -0.197 0.18 -0.23 -0.02
H -0.161 1.437 0.927 0.05 -0.09 0.03
H 0.163 -2.120 0.052 0.00 0.26 0.00
H -0.013 -0.987 1.407 0.03 0.10 -0.01
H -0.059 1.985 -0.758 0.02 -0.24 0.09

No. 4
20
Properties=species:S:1:pos:R:3:forces:R:3 method="wB97M-V/def2-TZVPD" gap_ev=9.70 charge=+1 homo_energy_ev=-13.6 multiplicity=1
I 1.664 -2.084 1.936 -0.51 0.39 -0.84
N 0.800 0.340 -0.302 -1.68 -3.28 1.87
N -0.848 -0.552 1.204 -0.54 0.04 -0.88
N -0.013 1.302 0.199 -1.37 2.63 0.64
C 0.667 0.171 -1.762 0.10 -1.87 -0.38
C 0.203 -1.208 0.571 1.56 2.18 -0.64
C 1.087 1.484 -2.385 3.47 -0.07 1.64
C -0.895 0.836 0.975 1.66 -3.41 -0.60
C -1.722 -1.191 2.202 -0.51 0.60 0.90
H -2.728 -1.616 1.805 1.87 0.89 0.45
H 1.932 1.948 -1.674 -1.95 -0.68 -1.55
H 1.273 -0.781 -1.936 -0.53 1.46 -0.40
H 1.578 1.459 -3.346 -0.28 -0.43 -0.36
H -0.425 -0.076 -1.984 1.43 0.29 0.47
H -1.147 -2.012 2.732 -0.77 1.13 -0.52
H 0.092 -1.759 -0.357 -0.38 -0.58 0.36
H -1.861 -0.276 2.872 -0.56 -1.94 -0.15
H 1.690 0.578 0.087 1.38 -0.21 -0.55
H -1.585 1.353 1.548 -1.26 1.38 0.65
H 0.238 2.083 -2.387 -1.13 1.50 -0.11

Calculated values (kJ/mol) of ΔE to the lowest compared entry with this formula, charge and spin for the records, taken in order: 385.3, 542.9, 190.8, 363.3.